Arrangement w

Here is C32H35IN5O7Rb as an isolated structure from OMol25. Energies are from ωB97M-V with the def2-TZVPD basis set.

Structure (XYZ):
```
81
Properties=species:S:1:pos:R:3
Rb 0.81 -1.30 1.10
O -5.19 -1.51 3.84
C -4.10 -1.35 3.30
C -2.81 -1.01 3.99
O -2.66 -0.82 5.19
C -1.77 -0.94 2.94
C -2.36 -1.36 1.68
O -1.74 -1.56 0.59
C -3.80 -1.46 1.85
O -4.63 -1.61 0.94
O -0.58 -0.59 3.13
N 1.74 -5.89 2.44
C 2.43 -4.74 2.26
O 2.14 -3.90 1.43
C 3.57 -4.49 3.24
I 5.22 -5.77 2.84
H 1.03 -6.11 1.75
H 2.14 -6.65 2.96
H 3.26 -4.66 4.26
H 3.90 -3.47 3.10
C 6.46 3.86 -1.53
C 5.29 2.90 -1.48
C 4.33 2.95 -2.49
C 3.26 2.03 -2.42
C 2.17 2.06 -3.46
C 3.19 1.13 -1.39
C 4.14 1.05 -0.31
C 5.21 2.00 -0.43
N 3.87 0.14 0.62
C 4.71 -0.28 1.73
C 5.11 -1.74 1.47
C 6.02 0.48 2.04
C 3.85 -0.23 3.00
H 6.34 4.59 -2.33
H 7.40 3.33 -1.69
H 6.56 4.41 -0.59
H 4.40 3.66 -3.30
H 2.50 2.59 -4.36
H 1.28 2.56 -3.08
H 1.87 1.05 -3.75
H 2.36 0.43 -1.35
H 6.00 2.06 0.31
H 5.74 -1.81 0.58
H 4.21 -2.33 1.27
H 5.65 -2.18 2.31
H 6.72 0.43 1.21
H 6.49 0.02 2.92
H 5.83 1.53 2.28
H 2.92 -0.76 2.83
H 3.59 0.80 3.24
H 4.36 -0.67 3.86
C -8.17 -3.00 -2.12
C -7.50 -1.65 -2.16
C -6.64 -1.25 -1.15
C -6.03 0.00 -1.17
C -6.25 0.87 -2.23
N -5.69 2.16 -2.34
C -4.49 2.71 -1.94
O -4.31 3.91 -2.10
N -3.56 1.86 -1.43
C -2.24 2.19 -1.05
C -1.72 3.47 -0.97
C -0.40 3.61 -0.56
C 0.35 2.49 -0.24
N -0.15 1.26 -0.32
C -1.41 1.11 -0.71
C -7.12 0.47 -3.25
C -7.74 -0.76 -3.21
H -7.75 -3.62 -1.33
H -8.06 -3.53 -3.07
H -9.25 -2.91 -1.93
H -6.41 -1.89 -0.31
H -5.42 0.25 -0.32
H -6.24 2.84 -2.83
H -3.78 0.88 -1.39
H -2.33 4.32 -1.22
H 0.04 4.60 -0.48
H 1.39 2.57 0.06
H -1.80 0.10 -0.70
H -7.29 1.14 -4.09
H -8.41 -1.05 -4.02
```

Values from the calculation:
Total charge ... -2
LUMO energy ... 2.83 eV
Frontier orbital gap ... 3.95 eV
HOMO level ... -1.12 eV

Arrangement x

Here is C32H35IN5O7Rb as an isolated structure from OMol25. Energies are from ωB97M-V with the def2-TZVPD basis set.

Structure (XYZ):
```
81
Properties=species:S:1:pos:R:3
Rb -0.85 -1.83 0.15
O -6.56 1.08 1.25
C -5.39 0.72 1.14
C -4.63 -0.14 2.10
O -5.02 -0.52 3.20
C -3.33 -0.45 1.47
C -3.31 0.16 0.14
O -2.44 -0.02 -0.75
C -4.46 1.07 0.04
O -4.63 1.93 -0.83
O -2.40 -1.11 1.99
N -3.11 -5.73 -1.86
C -2.09 -5.46 -0.99
O -1.42 -4.46 -1.03
C -1.88 -6.48 0.12
I -0.86 -8.19 -0.68
H -3.15 -5.14 -2.67
H -3.42 -6.68 -1.96
H -2.80 -6.88 0.52
H -1.23 -6.07 0.88
C 7.08 -1.91 2.25
C 5.80 -1.63 1.50
C 5.72 -0.54 0.65
C 4.51 -0.32 -0.04
C 4.37 0.88 -0.94
C 3.45 -1.17 0.13
C 3.46 -2.31 1.02
C 4.72 -2.49 1.69
N 2.32 -2.98 1.10
C 2.05 -4.23 1.79
C 1.69 -5.27 0.71
C 3.13 -4.87 2.68
C 0.82 -4.01 2.67
H 7.80 -1.10 2.10
H 7.55 -2.84 1.91
H 6.91 -2.01 3.32
H 6.56 0.13 0.52
H 5.34 1.31 -1.19
H 3.78 1.67 -0.46
H 3.86 0.62 -1.87
H 2.53 -0.99 -0.40
H 4.87 -3.30 2.38
H 2.56 -5.46 0.08
H 0.89 -4.88 0.08
H 1.37 -6.22 1.16
H 4.03 -5.12 2.11
H 2.73 -5.80 3.10
H 3.41 -4.21 3.50
H 0.00 -3.59 2.08
H 1.05 -3.29 3.46
H 0.47 -4.94 3.13
C -5.87 5.39 -4.50
C -4.62 5.59 -3.68
C -4.36 4.81 -2.57
C -3.22 5.00 -1.79
C -2.29 5.97 -2.15
N -1.12 6.26 -1.44
C -0.31 5.54 -0.56
O 0.54 6.14 0.07
N -0.49 4.20 -0.55
C 0.24 3.25 0.21
C 1.15 3.56 1.22
C 1.79 2.51 1.86
C 1.53 1.21 1.48
N 0.65 0.92 0.52
C 0.01 1.91 -0.08
C -2.55 6.76 -3.27
C -3.70 6.58 -4.02
H -6.39 4.48 -4.19
H -5.65 5.31 -5.56
H -6.57 6.22 -4.37
H -5.05 4.03 -2.26
H -3.11 4.39 -0.90
H -0.77 7.20 -1.53
H -1.15 3.80 -1.20
H 1.35 4.59 1.47
H 2.51 2.71 2.64
H 2.04 0.37 1.93
H -0.74 1.62 -0.81
H -1.84 7.53 -3.56
H -3.88 7.21 -4.88
```

Values from the calculation:
Total charge ... -2
LUMO energy ... 2.84 eV
Frontier orbital gap ... 3.89 eV
HOMO level ... -1.05 eV

Among the structures shown above, arrangement w is the most stable, with the second-best lying 24.9 kJ/mol higher.